[1]
{"formula": "C15H46AsF6O8", "method": "wB97M-V/def2-TZVPD", "energy_ev": -109831.79072, "homo_energy_ev": -7.51, "total_charge": -1, "orbital_gap_ev": 10.2, "de_lowest_kcal_mol": 2.0, "elements": ["As", "F", "F", "F", "F", "F", "F", "O", "H", "H", "O", "H", "H", "O", "H", "H", "C", "C", "C", "O", "H", "H", "H", "H", "H", "H", "H", "H", "C", "C", "C", "O", "H", "H", "H", "H", "H", "H", "H", "H", "C", "C", "C", "O", "H", "H", "H", "H", "H", "H", "H", "H", "C", "C", "C", "O", "H", "H", "H", "H", "H", "H", "H", "H", "C", "C", "C", "O", "H", "H", "H", "H", "H", "H", "H", "H"], "xyz": [[-0.1304, -0.0721, -0.6177], [-0.9925, -1.2275, -1.5602], [-1.4840, -0.0510, 0.4842], [0.6798, 1.1505, 0.2826], [1.1972, -0.1353, -1.7210], [-0.9068, 1.1843, -1.5294], [0.5922, -1.3402, 0.3023], [-1.8920, -0.8968, 3.5628], [-2.6340, -0.4310, 3.1602], [-1.7401, -1.6423, 2.9746], [1.9988, 1.7794, -3.4804], [1.5543, 0.9281, -3.4216], [2.4881, 1.8270, -2.6547], [0.5570, 1.1752, 3.2115], [0.6949, 1.6465, 2.3844], [-0.3247, 0.7957, 3.1114], [-5.0029, -3.5524, 1.0327], [-3.6462, -2.9056, 0.8591], [-2.8366, -3.4797, -0.2923], [-3.8426, -1.5135, 0.7398], [-5.6349, -3.2310, 0.2030], [-5.4504, -3.2596, 1.9813], [-4.9128, -4.6387, 1.0201], [-3.0326, -3.1035, 1.7564], [-1.7666, -3.2546, -0.2105], [-3.0832, -3.0538, -1.2730], [-2.9154, -4.5650, -0.3867], [-3.0136, -1.1294, 0.4286], [-1.8820, 3.4132, 1.1502], [-0.7609, 4.1172, 1.8865], [-0.5813, 5.5480, 1.3857], [-1.1428, 4.1438, 3.2748], [-2.0632, 2.4008, 1.5006], [-1.7392, 3.5088, 0.0750], [-2.8034, 3.9731, 1.3623], [0.1824, 3.5817, 1.7374], [-0.1308, 5.5554, 0.3884], [0.0578, 6.1125, 2.0662], [-1.5461, 6.0474, 1.2790], [-0.3766, 4.4334, 3.7777], [-3.5913, 1.7234, -3.9712], [-3.7007, 2.6627, -2.7777], [-4.2014, 1.9204, -1.5539], [-2.4591, 3.2924, -2.5211], [-4.4251, 1.0098, -3.9763], [-2.6580, 1.1672, -3.9373], [-3.7327, 2.2701, -4.9067], [-4.4071, 3.4615, -3.0178], [-4.0730, 2.4944, -0.6368], [-3.7145, 0.9466, -1.4401], [-5.2657, 1.6672, -1.6341], [-1.8802, 2.6245, -2.1260], [3.6407, -1.0294, 2.0066], [4.9905, -0.7073, 1.4070], [5.6505, 0.5097, 2.0380], [5.8291, -1.8750, 1.5776], [3.0608, -1.7978, 1.4926], [2.9666, -0.1689, 2.0767], [3.7216, -1.4132, 3.0286], [4.9311, -0.5502, 0.3236], [6.2338, 0.2394, 2.9179], [4.9099, 1.2607, 2.3052], [6.3340, 0.9477, 1.3076], [5.3428, -2.6000, 1.1587], [5.0899, -3.1146, -1.9537], [3.7490, -2.8972, -1.2961], [2.5367, -3.2269, -2.1312], [3.7839, -3.7410, -0.1234], [5.2045, -4.1372, -2.3233], [5.9257, -2.8441, -1.3113], [5.1647, -2.4968, -2.8572], [3.7178, -1.8670, -0.9254], [2.5356, -2.8459, -3.1503], [1.6713, -2.8156, -1.6026], [2.3566, -4.3051, -2.1527], [3.0274, -3.6041, 0.4553]]}

=====

[2]
{"formula": "C15H46O11", "method": "wB97M-V/def2-TZVPD", "energy_ev": -38817.54627, "homo_energy_ev": -10.02, "total_charge": 0, "orbital_gap_ev": 10.3, "de_lowest_kcal_mol": 106.4, "elements": ["O", "C", "C", "O", "H", "H", "H", "H", "H", "H", "O", "C", "C", "O", "H", "H", "H", "H", "H", "H", "O", "C", "C", "O", "H", "H", "H", "H", "H", "H", "C", "C", "O", "H", "H", "H", "H", "H", "H", "C", "C", "O", "H", "H", "H", "H", "H", "H", "C", "C", "O", "H", "H", "H", "H", "H", "H", "C", "C", "O", "H", "H", "H", "H", "H", "H", "C", "O", "H", "H", "H", "H"], "xyz": [[-3.6018, -0.3455, 5.0403], [-2.8359, -0.3803, 3.8129], [-1.4774, 0.2360, 4.1678], [-0.6194, -0.5972, 4.9581], [-2.9832, -0.6975, 5.6846], [-2.5133, -1.3876, 3.5495], [-3.3666, -0.0339, 2.9261], [-1.5451, 1.1248, 4.7952], [-1.0175, 0.5925, 3.2461], [0.1866, -0.0931, 5.0915], [-1.4600, -5.9852, -0.7087], [-1.0123, -6.0259, 0.5492], [0.1240, -5.1322, 0.9236], [1.4195, -5.7572, 0.6276], [-0.8186, -6.3624, -1.3153], [-1.9889, -5.7942, 0.9742], [-0.8116, -7.0047, 0.9847], [0.2562, -4.9326, 1.9870], [-0.0074, -4.1150, 0.5544], [2.0898, -5.0708, 0.6592], [-0.8342, 7.1257, -1.7377], [0.0929, 6.2867, -2.4284], [0.8011, 5.1800, -1.5318], [-0.1283, 4.1190, -1.4936], [-1.6170, 6.6260, -1.4948], [-0.3790, 5.8625, -3.3146], [0.8003, 6.9688, -2.9000], [1.0914, 5.5460, -0.5470], [1.7747, 4.8869, -1.9245], [-0.1416, 3.9352, -2.4358], [-0.1343, -0.7709, 0.1501], [-0.5835, 0.7183, 0.0533], [0.4704, 1.5570, 0.4667], [0.4874, -1.0038, -0.7144], [-0.9652, -1.4743, 0.0966], [0.4289, -0.9288, 1.0698], [-1.4634, 0.8403, 0.6849], [-0.8352, 1.0593, -0.9509], [0.3706, 2.4006, 0.0195], [-1.6658, -3.3648, -3.2339], [-3.0976, -3.6361, -2.8325], [-3.1965, -3.9675, -1.4380], [-1.0378, -4.2322, -3.0306], [-1.3957, -2.4722, -2.6696], [-1.5853, -3.1514, -4.2998], [-3.4741, -4.3890, -3.5250], [-3.6589, -2.7206, -3.0193], [-2.4999, -4.6248, -1.3721], [-0.8409, 0.1192, -3.8024], [0.3354, -0.0003, -4.7952], [-0.1869, 0.3854, -5.9859], [-0.5330, -0.1924, -2.8043], [-1.7384, -0.4128, -4.1178], [-1.3308, 1.0794, -3.6404], [0.8379, -0.9634, -4.8851], [1.0828, 0.7349, -4.4969], [-0.7924, -0.2811, -6.3187], [3.6950, 3.2735, 1.6746], [2.6467, 4.1144, 2.1916], [2.9686, 4.5348, 3.4569], [3.5784, 2.2133, 1.8996], [4.7118, 3.5985, 1.8950], [3.7505, 3.3430, 0.5883], [1.7010, 3.5733, 2.1603], [2.4910, 4.8826, 1.4342], [2.3010, 5.1049, 3.8454], [3.0420, -0.3788, 2.9088], [3.9819, -1.4116, 2.6072], [1.9811, -0.6198, 2.9756], [3.4331, 0.3487, 3.6201], [3.1391, 0.1645, 1.9688], [4.1035, -1.8241, 3.4655]]}

=====

[3]
{"formula": "C15H48AgF2N9O13S2", "method": "wB97M-V/def2-TZVPD", "energy_ev": -87455.52595, "spin_multiplicity": 2, "homo_energy_ev": [-10.41, -10.41], "total_charge": 1, "orbital_gap_ev": [6.3, 2.8], "de_lowest_kcal_mol": 83.4, "elements": ["Ag", "N", "S", "O", "O", "F", "S", "O", "O", "F", "C", "C", "O", "H", "H", "H", "H", "H", "H", "C", "C", "O", "H", "H", "H", "H", "H", "H", "C", "C", "O", "H", "H", "H", "H", "H", "H", "C", "C", "O", "H", "H", "H", "H", "H", "H", "C", "O", "N", "N", "H", "H", "H", "H", "C", "O", "N", "N", "H", "H", "H", "H", "C", "O", "N", "N", "H", "H", "H", "H", "C", "O", "N", "N", "H", "H", "H", "H", "C", "C", "C", "O", "H", "H", "H", "H", "H", "H", "H", "H"], "xyz": [[-0.0759, 3.3811, -3.4045], [0.3357, 1.9496, -1.8625], [1.1132, 1.7099, -0.5683], [1.9005, 0.4748, -0.3774], [0.7068, 2.3805, 0.6861], [2.2600, 2.7288, -1.1286], [-0.8054, 0.7885, -1.2990], [-1.6348, 1.1481, -0.1281], [-0.5499, -0.6249, -1.5606], [-1.8733, 1.2299, -2.4655], [-1.3871, 2.1193, 3.1376], [-2.1579, 1.4977, 4.3110], [-2.2392, 0.1936, 3.9825], [-2.1058, 2.0678, 2.3198], [-0.4444, 1.6197, 2.9143], [-1.1474, 3.1626, 3.3427], [-3.1495, 1.9367, 4.4210], [-1.6054, 1.6279, 5.2415], [-2.7596, -0.2176, 4.6766], [2.1676, 3.6446, 4.9908], [2.2500, 3.1950, 3.4776], [1.6249, 4.1356, 2.6271], [1.1281, 3.9124, 5.1798], [2.7579, 4.5524, 5.1161], [2.3919, 2.8969, 5.7515], [1.5872, 2.3332, 3.3990], [3.1902, 2.8811, 3.0241], [1.4301, 3.6805, 1.8046], [-6.4447, 2.6785, 0.1285], [-5.5201, 1.7085, 0.9580], [-4.3014, 1.4986, 0.2434], [-6.1069, 3.7117, 0.2089], [-7.5331, 2.6333, 0.0897], [-6.2607, 2.3966, -0.9083], [-5.9986, 0.7304, 0.9082], [-5.5641, 1.9800, 2.0127], [-3.6864, 2.2192, 0.3981], [0.7235, -2.4971, 1.1495], [-0.4926, -1.9462, 1.8572], [-0.0674, -1.3432, 3.0390], [1.2303, -3.1758, 1.8355], [1.4285, -1.6849, 0.9726], [0.3690, -3.0522, 0.2810], [-1.2493, -2.6656, 2.1700], [-0.9589, -1.1763, 1.2424], [-0.7976, -0.8312, 3.3943], [2.5389, 2.4083, -4.8314], [2.0868, 3.3602, -4.2419], [2.4066, 1.1359, -4.4735], [3.2109, 2.5978, -5.9328], [1.7952, 0.8636, -3.7171], [2.7891, 0.4921, -5.1512], [3.7692, 1.7999, -6.2005], [3.3612, 3.5440, -6.2524], [-4.4209, -0.9275, -2.1818], [-4.3832, -1.7815, -3.0535], [-3.9054, -1.1273, -1.0126], [-4.9753, 0.2395, -2.3878], [-3.1555, -1.7935, -0.8945], [-3.9513, -0.3551, -0.3632], [-5.4454, 0.3582, -3.2738], [-5.1253, 0.8146, -1.5712], [-1.8143, -4.1171, -1.8105], [-2.5749, -3.5827, -0.9906], [-0.9650, -3.5063, -2.5529], [-1.8946, -5.3316, -2.0847], [-0.8856, -2.5561, -2.2198], [-0.4350, -3.9949, -3.2603], [-1.1979, -5.6045, -2.7631], [-2.6255, -5.8897, -1.6671], [4.4030, 0.5199, 2.3522], [4.3858, 1.4253, 1.4891], [3.5641, -0.4923, 2.3911], [5.3331, 0.3859, 3.2817], [2.8314, -0.3125, 1.7196], [3.4800, -1.1711, 3.1342], [5.4254, -0.3721, 3.9428], [6.1056, 0.9909, 3.0423], [4.4348, -3.7223, -2.1288], [2.9547, -3.5737, -1.6958], [2.5095, -2.2255, -2.2991], [2.1756, -4.6694, -2.1276], [4.8065, -4.6814, -1.7683], [5.1150, -2.9147, -1.8581], [4.4439, -3.7180, -3.2187], [2.9167, -3.5661, -0.6065], [1.5696, -2.0022, -1.7943], [2.1793, -2.3834, -3.3258], [3.2690, -1.4589, -2.1449], [2.2160, -4.6948, -3.0864]]}

=====

[4]
{"formula": "C15H48N14O11Zn", "method": "wB97M-V/def2-TZVPD", "energy_ev": -108140.20862, "homo_energy_ev": -9.71, "total_charge": 0, "orbital_gap_ev": 6.2, "elements": ["Zn", "O", "C", "C", "O", "H", "H", "H", "H", "C", "O", "N", "N", "H", "H", "H", "H", "C", "O", "N", "N", "H", "H", "H", "H", "C", "O", "N", "N", "H", "H", "H", "H", "C", "O", "N", "N", "H", "H", "H", "H", "C", "O", "N", "N", "H", "H", "H", "H", "C", "O", "N", "N", "H", "H", "H", "H", "C", "O", "N", "N", "H", "H", "H", "H", "C", "C", "C", "O", "H", "H", "H", "H", "H", "H", "H", "H", "C", "C", "C", "O", "H", "H", "H", "H", "H", "H", "H", "H"], "xyz": [[1.2437, 1.5535, 2.7514], [0.2238, 1.9937, 0.9798], [0.1113, 0.7333, 0.3433], [0.3499, -0.5409, 1.2174], [0.7773, -0.3540, 2.5353], [0.7029, 0.6947, -0.5804], [-0.9092, 0.6874, -0.0599], [1.0788, -1.2007, 0.7279], [-0.5387, -1.1819, 1.2679], [2.5435, 3.8147, -1.6790], [2.8778, 4.5937, -2.5633], [1.7523, 4.1287, -0.6070], [3.0116, 2.5479, -1.6331], [1.4028, 3.3516, -0.0672], [1.2758, 5.0075, -0.5476], [3.6206, 2.2090, -2.3556], [2.5908, 1.9521, -0.9421], [-1.6672, -2.2973, 5.1253], [-2.2571, -2.9295, 5.9877], [-0.9754, -1.1490, 5.3553], [-1.6271, -2.6645, 3.8146], [-1.1706, -0.7466, 6.2546], [-0.5048, -0.6676, 4.6149], [-2.0513, -3.4699, 3.3936], [-0.9533, -2.1806, 3.2454], [-1.9217, 2.1032, 3.9752], [-0.7474, 1.9124, 4.3332], [-2.8802, 2.5715, 4.8127], [-2.3814, 1.8552, 2.7399], [-2.6013, 2.9002, 5.7193], [-3.7436, 2.7991, 4.3597], [-3.3034, 2.1126, 2.4446], [-1.6711, 1.6113, 2.0660], [-2.9889, -4.0758, 0.6342], [-1.8607, -4.5578, 0.6340], [-3.2458, -2.7651, 0.3768], [-4.1008, -4.8352, 0.7697], [-2.4335, -2.2938, 0.0182], [-4.1934, -2.4614, 0.2634], [-4.0892, -5.8376, 0.7401], [-5.0076, -4.4142, 0.8664], [-2.5227, 4.3396, -0.5515], [-3.3553, 4.7496, -1.3416], [-1.4428, 5.0496, -0.1116], [-2.5298, 3.0656, -0.0630], [-1.2689, 5.9825, -0.4349], [-0.8472, 4.6122, 0.5674], [-3.0628, 2.3496, -0.5244], [-1.6690, 2.7781, 0.3818], [2.8165, -2.9533, 4.1083], [3.3952, -3.7542, 4.8159], [3.0122, -1.6034, 4.0871], [1.8795, -3.3431, 3.1668], [3.5732, -1.1218, 4.7642], [2.3340, -1.0841, 3.5467], [1.3278, -2.6379, 2.7143], [1.5233, -4.2583, 3.3883], [4.8267, -0.2646, -1.4139], [5.1611, -1.0440, -2.2894], [5.4883, 0.8983, -1.1257], [3.8919, -0.5846, -0.4860], [6.3362, 1.0573, -1.6406], [5.0096, 1.6349, -0.6421], [3.5965, 0.0045, 0.2697], [3.4397, -1.4826, -0.5247], [-0.0358, -1.9315, -2.4090], [-0.1066, -2.9764, -3.4979], [0.9479, -2.7391, -4.5718], [0.2578, -4.2618, -2.9220], [0.9330, -1.7964, -1.9246], [-0.8362, -2.1529, -1.6952], [-0.2645, -0.8946, -2.6841], [-1.1436, -3.0816, -3.8224], [1.9561, -2.7086, -4.1620], [0.7846, -1.7240, -4.9517], [0.8595, -3.4247, -5.4111], [-0.5651, -4.5702, -2.5266], [0.6023, 1.8556, -4.1263], [-0.9053, 2.0034, -4.1700], [-1.5689, 0.9882, -5.1186], [-1.3987, 1.7479, -2.8531], [0.9291, 2.7683, -3.6174], [1.0066, 1.8693, -5.1388], [0.9882, 0.9976, -3.5769], [-1.2046, 3.0050, -4.4872], [-1.4997, -0.0122, -4.6902], [-1.0752, 0.9866, -6.0921], [-2.6083, 1.2363, -5.3343], [-0.7042, 1.9161, -2.2107]]}